Below is a structure of composition C5H6 at a distorted geometry, with properties calculated with ωB97M-V/def2-TZVPD.

Geometry as ORCA input:
```
! wB97M-V def2-TZVPD RIJCOSX def2/J DEFGRID3
* xyz 0 1
H -1.093 -1.510 1.071
C 1.565 0.171 -0.102
H -0.304 2.463 0.239
C -0.954 -1.114 -0.013
C -0.423 0.318 0.036
H 3.743 -0.296 -0.191
H -2.050 1.528 0.219
C -0.926 1.544 0.106
H -1.931 -1.027 -0.478
H -0.284 -1.773 -0.652
C 2.658 -0.303 -0.234
*
```

Results
**Maximum force**: 5.89 eV Å⁻¹
**Energy relative to the best compared isomer or geometry (same formula, charge and spin)**: 4.102 eV
**HOMO-LUMO gap**: 10.816 eV
**E**: -193.92973 hartree
**HOMO energy**: -9.8 eV
**E_LUMO**: 1.0 eV

natural (NBO) atomic charge list, values in e, 6 entries: H 0.24; C -0.07; H 0.25; C -0.69; C 0.15; H 0.24



Below is the molecule C9H10O2S at a distorted geometry, with properties calculated with ωB97M-V/def2-TZVPD.

Geometry as ORCA input:
```
! wB97M-V def2-TZVPD RIJCOSX def2/J DEFGRID3
* xyz 0 3
H -0.842 3.240 0.127
C 2.086 1.073 -0.903
S 1.243 1.964 0.440
H 2.212 1.831 -1.777
C 2.010 1.042 1.843
C -0.832 0.095 -0.070
C -0.163 -1.019 0.439
C -1.786 -0.136 -1.057
H -3.284 -1.668 -1.807
C -0.405 1.387 0.422
H 1.242 0.884 2.575
C -2.310 -1.460 -1.300
C -1.692 -2.538 -0.740
H -0.036 -3.103 0.568
C -0.514 -2.319 0.027
H 2.657 0.202 1.592
H -2.216 0.629 -1.632
O -1.159 2.376 -0.251
O 2.351 -0.112 -0.948
H 2.709 1.900 2.304
H 0.645 -0.760 1.211
H -1.918 -3.509 -1.061
*
```

Results
**Maximum force**: 4.12 eV Å⁻¹
**Energy relative to the best compared isomer or geometry (same formula, charge and spin)**: 0.000 eV
**⟨S²⟩**: 2.02
**HOMO-LUMO gap (alpha / beta)**: 5.979 / 7.792 eV
**E**: -897.40617 hartree
**HOMO energy (alpha / beta)**: -5.7 / -9.0 eV
**E_LUMO (alpha / beta)**: 0.3 / -1.2 eV

natural (NBO) atomic charge list, values in e, 6 entries: H 0.48; C -0.05; S 0.65; H 0.15; C -0.78; C -0.16



Below is a structure of composition C36H41AsCoN5O2, with properties calculated with ωB97M-V/def2-TZVPD.

Geometry as ORCA input:
```
! wB97M-V def2-TZVPD RIJCOSX def2/J DEFGRID3
* xyz 1 4
N -3.651 2.054 -1.336
C -0.552 1.225 2.678
C -2.699 3.251 0.573
H -0.666 -5.076 1.684
H -1.168 5.490 2.670
H -4.056 2.317 -2.218
H -2.149 3.632 -2.758
C -1.891 4.296 1.041
H 1.884 -4.988 -1.496
C 4.138 -0.056 0.167
H -1.430 3.800 3.105
H 5.958 1.074 0.087
H 1.229 2.650 1.045
H -5.049 -2.825 0.170
C -0.730 -4.070 1.272
C -1.442 -0.112 -0.783
C -1.819 4.632 2.511
C -3.603 2.499 1.521
C 2.182 -4.459 1.736
N 1.948 1.017 -0.119
H -5.971 1.092 -1.273
H 0.135 -4.743 -1.640
C 0.899 1.674 0.669
C 5.501 0.100 -0.031
C -5.664 -0.911 -0.592
C -2.938 -0.252 -0.601
Co 1.321 -1.122 -0.055
H -1.506 -4.040 0.510
H 1.524 1.815 -4.153
C -5.243 0.345 -0.979
C 1.652 0.421 -2.531
H 1.701 -4.504 2.712
O -0.979 0.800 -1.468
H 1.141 -2.794 -2.625
H 0.039 1.846 0.022
H 0.571 -2.287 -4.984
H -2.649 -2.219 0.133
C 5.633 -2.230 -0.531
C 6.261 -1.003 -0.384
H 1.215 -2.110 3.073
As 0.967 -3.586 0.454
H -3.262 2.572 2.552
H 1.364 2.333 -1.668
C 1.198 -1.782 -3.005
C -2.066 3.826 -1.695
C 1.031 -0.187 -4.754
C -0.942 0.401 3.717
C -1.176 5.079 0.141
H 2.399 -5.475 1.410
C -3.395 -1.500 -0.165
C 4.271 -2.300 -0.305
C 0.683 -1.169 2.985
H 6.187 -3.113 -0.818
C 1.424 0.780 -3.851
C -1.280 4.859 -1.225
C -4.733 -1.841 -0.153
H -6.719 -1.152 -0.602
H 0.767 -5.926 -0.485
C 2.023 1.478 -1.517
H 3.043 1.807 -1.733
H 3.747 2.048 0.345
H -0.558 5.891 0.508
C 0.945 -4.955 -0.944
C 0.457 0.807 1.825
H -2.804 4.881 2.908
N 1.049 -0.387 1.961
O -0.730 -1.004 -0.178
H 3.082 1.044 1.633
H 3.119 -3.913 1.841
N 1.578 -0.846 -2.127
C 0.896 -1.500 -4.319
H -0.750 5.497 -1.922
C 3.249 1.097 0.556
H -0.992 -3.366 2.060
H 7.326 -0.905 -0.550
H -3.694 1.445 1.267
C -0.295 -0.817 3.890
H -1.037 2.178 2.504
C -2.761 3.004 -0.808
H 3.744 -3.241 -0.409
H -0.554 -1.481 4.703
H -4.607 2.932 1.480
N 3.536 -1.243 0.044
C -3.892 0.716 -0.972
H -1.735 0.705 4.387
H 0.820 0.073 -5.783
*
```

Results
**Maximum force**: 0.65 eV Å⁻¹
**Energy relative to the best compared isomer or geometry (same formula, charge and spin)**: 0.640 eV
**⟨S²⟩**: 3.76
**HOMO-LUMO gap (alpha / beta)**: 7.312 / 7.236 eV
**E**: -5439.13490 hartree
**HOMO energy (alpha / beta)**: -9.5 / -9.5 eV
**E_LUMO (alpha / beta)**: -2.2 / -2.3 eV

Mulliken atomic charge list, values in e, 6 entries: N 0.02; C 0.34; C 1.73; H 0.58; H 0.41; H 0.33